Density functional theory data (ωB97M-V with the def2-TZVPD basis set) for a structure of composition C40H46CsGeN8 in a non-equilibrium geometry.

Each line ends with the natural charge from an NBO analysis.
Element x y z (Å)
Cs 0.57 0.93 -2.25  0.95
C 3.19 4.33 -1.38  -0.27
N 1.81 4.04 -1.03  -0.59
C 0.91 5.13 -1.32  -0.27
C -0.51 4.73 -1.03  0.41
N -0.95 3.50 -0.98  -0.56
C -2.32 3.62 -0.70  0.06
C -3.29 2.64 -0.54  -0.17
C -4.58 3.05 -0.26  -0.23
C -4.91 4.41 -0.13  -0.19
C -3.95 5.39 -0.30  -0.23
C -2.66 4.97 -0.58  0.10
N -1.47 5.65 -0.80  -0.52
C 4.04 3.11 -1.20  0.41
N 3.63 1.88 -1.41  -0.57
C 4.76 1.09 -1.18  0.14
C 4.91 -0.30 -1.29  -0.24
C 6.15 -0.84 -0.99  -0.22
C 7.22 -0.02 -0.60  -0.20
C 7.09 1.35 -0.50  -0.21
C 5.84 1.88 -0.80  0.09
N 5.34 3.17 -0.82  -0.52
H 3.56 5.13 -0.72  0.22
H 3.31 4.69 -2.41  0.20
H 1.52 3.22 -1.53  0.34
H 0.97 5.48 -2.36  0.20
H 1.17 5.99 -0.69  0.22
H -3.06 1.59 -0.66  0.20
H -5.36 2.31 -0.13  0.22
H -5.93 4.69 0.09  0.23
H -4.21 6.45 -0.21  0.23
H -1.35 6.65 -0.78  0.43
H 4.09 -0.92 -1.63  0.21
H 6.30 -1.90 -1.09  0.23
H 8.18 -0.48 -0.38  0.23
H 7.92 1.98 -0.21  0.23
H 5.85 4.01 -0.61  0.43
N 0.53 -2.69 3.04  -0.87
C 1.97 -2.63 3.39  -0.05
C 2.22 -1.25 3.99  -0.44
C 2.04 -0.14 2.96  -0.03
N 0.57 -0.12 2.57  -0.74
C 2.90 -0.37 1.72  -0.43
C 2.73 -1.75 1.09  -0.07
N 1.52 -1.81 0.24  -0.88
C 2.83 -2.85 2.15  -0.43
H -0.04 -2.78 3.87  0.40
H 0.33 -3.51 2.48  0.39
H 0.23 -1.09 2.57  0.47
H 2.23 -3.38 4.13  0.21
H 3.26 -1.19 4.34  0.25
H 1.58 -1.08 4.86  0.22
H 2.27 0.82 3.40  0.23
H 0.44 0.28 1.64  0.43
H 0.00 0.41 3.22  0.43
H 3.94 -0.24 2.03  0.25
H 2.71 0.40 0.97  0.23
H 3.58 -1.87 0.41  0.23
H 0.71 -2.13 0.76  0.36
H 1.65 -2.50 -0.50  0.38
H 3.87 -2.93 2.48  0.24
H 2.59 -3.82 1.69  0.22
C -3.30 -1.98 3.69  -0.20
C -3.13 -3.11 2.90  -0.21
C -2.70 -2.99 1.58  -0.22
C -2.45 -1.73 1.03  -0.46
C -2.65 -0.59 1.83  -0.25
C -3.07 -0.72 3.15  -0.22
Ge -1.95 -1.51 -0.84  1.19
C -1.56 -3.25 -1.63  -0.48
C -0.76 -4.20 -0.97  -0.17
C -0.53 -5.45 -1.53  -0.23
C -1.08 -5.76 -2.77  -0.18
C -1.86 -4.83 -3.44  -0.18
C -2.10 -3.58 -2.87  -0.21
C -3.44 -0.68 -1.79  -0.49
C -3.28 -0.18 -3.08  -0.17
C -4.36 0.38 -3.76  -0.22
C -5.60 0.43 -3.15  -0.18
C -5.77 -0.06 -1.86  -0.20
C -4.69 -0.61 -1.18  -0.21
H -3.65 -2.08 4.71  0.23
H -3.34 -4.09 3.31  0.23
H -2.60 -3.88 0.97  0.23
H -2.52 0.40 1.41  0.22
H -3.25 0.17 3.75  0.23
H -0.35 -3.98 0.01  0.17
H 0.07 -6.18 -1.00  0.22
H -0.91 -6.74 -3.21  0.23
H -2.30 -5.07 -4.40  0.23
H -2.73 -2.87 -3.40  0.22
H -2.32 -0.25 -3.58  0.18
H -4.23 0.75 -4.77  0.23
H -6.45 0.86 -3.68  0.23
H -6.75 -0.03 -1.39  0.23
H -4.84 -0.99 -0.17  0.22

Calculated values
<S²> = 0.7543
Molar mass = 844.38 g/mol
Energy = -4086.559392 Eh
2S+1 = 2
Maximum force = 1.299 eV/Å
Net charge = +2
LUMO (spin up / spin down) = -4.395 / -5.933 eV
HOMO-LUMO gap (spin up / spin down) = 0.27735 / 0.25320 Ha